No. 1
A cluster of 3 separate species, C5H16NO4 in total, computed with ωB97M-V/def2-TZVPD.

Its energy above the lowest of the compared OMol25 structures with the same formula, charge and spin is 0.238 eV. The HOMO energy is -13.951 eV.

```
! wB97M-V def2-TZVPD RIJCOSX def2/J DEFGRID3
* xyz 1 1
C 0.22210 -2.11818 0.32583
C -0.87370 -1.42909 1.10550
N -0.56332 1.03929 -0.68361
H -0.34936 -0.83173 -3.77034
O -0.51122 2.77004 2.35347
H -0.54720 -1.85247 -2.55238
H 0.30602 -1.78185 -0.70607
H 2.15506 1.27400 -2.30863
O 1.73995 1.61757 -1.51154
H -1.15216 -2.03835 1.95970
H -0.23011 0.26182 -1.26314
H 1.84578 -2.38921 1.49721
H 0.09157 -3.19584 0.39557
H 0.12443 3.21894 0.49684
H -0.13240 0.01833 2.49095
H -0.52256 1.94849 -1.13274
H 2.41403 2.02280 -0.96137
H -1.56094 0.80802 -0.57751
O -0.59117 -0.93824 -2.84489
C -0.11320 2.45929 1.27708
O 1.51779 -1.78916 0.82946
H 1.02923 0.85078 0.75691
C -0.76932 0.01938 1.59919
C -0.04709 1.02665 0.72939
H -1.70234 0.38703 2.00881
H -1.77984 -1.35831 0.48633
*
```

No. 2
A cluster of 2 separate species, C36H38BF3O4 in total, computed with ωB97M-V/def2-TZVPD.

Its energy above the lowest of the compared OMol25 structures with the same formula, charge and spin is 1.294 eV. The HOMO energy is -6.126 eV.

```
! wB97M-V def2-TZVPD RIJCOSX def2/J DEFGRID3
* xyz 0 1
H 4.77279 -3.72377 2.08958
H -2.78663 -2.00196 -2.04457
H -1.27180 -7.23589 0.95061
C -0.71964 2.07953 -0.03699
H -5.67986 3.77143 -3.33752
C 6.27603 -3.69443 -0.19064
H 4.48062 -3.81276 -2.19005
H -2.70074 2.53927 -2.82483
C 0.55594 1.57377 0.39801
C -4.29269 4.89939 -2.15729
C 2.18141 4.43077 2.29962
C 3.99733 -3.79273 -1.21649
H -1.11194 -0.35869 -0.55368
C -1.89367 -2.63760 -2.13528
H -3.33867 3.92368 1.21798
B 0.32246 -3.95323 0.29988
H -0.53637 -5.18883 2.15101
H -3.17590 8.03915 -2.76423
H 0.94567 -7.22008 1.93409
F 6.90750 -3.73408 1.02056
C -0.48045 -1.09539 -0.05314
H 2.30093 -3.71131 2.26338
C 1.38832 2.30627 1.31003
C 2.50682 1.66116 1.94132
F 6.75284 -4.74647 -0.92849
H -2.76791 -5.00318 -1.34945
O -0.28658 -3.02425 1.20783
H -2.55996 -4.84418 0.41482
H -0.62272 1.38900 -2.11430
H -0.06153 -0.63317 0.84626
H 1.65161 -6.47549 0.37767
C -2.41117 -1.90796 1.26478
C -3.09785 3.31328 -0.83741
C -4.52172 6.92107 -4.04192
H -4.62854 7.72556 -4.77195
C -2.35469 2.59171 -1.78866
H 2.05746 5.50511 2.44824
C 1.24126 3.70884 1.58586
C -3.69802 7.09440 -2.92190
C -5.21450 5.71647 -4.21327
C 3.42475 2.35940 2.68704
C -0.05445 -5.37201 1.18848
H -2.12343 -3.41960 -2.87233
H 0.38406 4.25805 1.19639
H -5.85460 5.55799 -5.08280
C 3.30310 3.76726 2.85396
C -1.55594 -3.31516 -0.81546
C -2.71696 3.37797 0.50571
C -5.12597 4.70713 -3.26000
H 0.36135 -1.35157 -0.71573
C 4.76918 -3.74208 -0.06056
H 1.04003 0.79936 -0.20253
H 4.27108 1.86468 3.16458
C -1.20548 1.94219 -1.37059
H 3.28150 6.11086 4.35535
H -3.10481 -1.29340 0.67805
O -0.34845 -4.02451 -0.96998
C -1.53109 2.79170 0.88666
C -3.54273 6.07308 -1.98350
H -3.65923 -3.74470 -0.47931
H -2.92719 -2.78965 1.65737
H -2.88643 6.17761 -1.11545
H 2.60775 0.58278 1.81801
C 2.76776 -3.74866 1.27608
C 4.16622 -3.73603 1.18966
H 4.21857 6.39086 2.86135
C 1.97056 -3.82527 0.13186
H -1.05980 -2.03246 -2.51114
C -1.22520 -2.32464 0.40625
C 2.59479 -3.83078 -1.11899
H -0.57885 -6.53413 -0.62929
C -2.70227 -4.28392 -0.51938
H -2.05003 -1.30916 2.11029
C -0.53933 -6.58333 0.46083
C 0.81183 -6.57105 1.06654
H 5.07588 6.03366 4.40196
H 2.00665 -3.85848 -2.03915
O -4.31417 3.90221 -1.17536
C 4.18577 5.82621 3.80218
H -1.19973 2.92253 1.91830
O 4.25960 4.39581 3.57770
F 6.68027 -2.54514 -0.82250
*
```

No. 3
A structure of composition C25H30GeN10SeW, computed with ωB97M-V/def2-TZVPD.

Its energy above the lowest of the compared OMol25 structures with the same formula, charge and spin is 0.756 eV. The HOMO energy (alpha / beta) is -18.152 / -18.152 eV.

```
! wB97M-V def2-TZVPD RIJCOSX def2/J DEFGRID3
* xyz 4 1
C 2.06279 7.15861 0.34819
H 1.46328 -3.34160 0.88740
C -3.86059 -4.97856 -1.47026
H 2.68755 0.14557 -3.06194
H 1.06573 -4.02238 -3.56100
H 4.08703 4.42398 -1.34339
C 3.48907 5.16460 -0.82873
N 3.21056 7.47286 -0.25022
C -2.28626 -3.16010 -1.16692
N -1.37039 -2.43536 -0.89234
H 2.53766 -2.40881 2.99547
C 0.31597 -3.24757 -3.72305
H 0.29795 -3.02632 -4.79370
C -2.46049 2.33801 0.34854
C 2.39237 -0.75662 -3.59358
H -2.32722 3.41002 0.27501
C 2.66522 2.37033 -0.24952
Se 0.31047 -1.56514 2.19439
H 4.95896 0.83649 -0.10766
H 2.02785 -0.93035 3.84727
H -4.82237 0.25438 1.11531
C 2.18049 1.08965 -0.23570
N -3.32346 -3.71035 -1.52348
H 1.53325 7.97562 0.82351
N -1.60966 0.12944 0.16613
C 3.02424 -0.10804 -0.30082
H 3.72938 2.55195 -0.28004
C 3.89607 6.48881 -0.83003
H -5.56841 -5.97160 -1.98131
C 1.54044 5.87569 0.38432
C 0.46727 -2.91830 0.84368
N -3.67127 1.91195 0.67578
H -0.66107 -3.60321 -3.40956
H -2.27078 -5.90964 -0.59834
C -1.40682 1.46078 0.11779
H -0.30040 3.97185 -0.04820
H -5.53596 -4.28151 -2.34527
H -0.97083 -0.54355 -3.70435
W 0.10344 -1.18980 -0.38437
H 2.15056 -0.48429 -4.62449
C 4.49120 -2.33265 -0.54208
N 2.36090 -1.27121 -0.43166
H -2.99054 -1.35914 0.62130
C 2.13766 -1.40582 2.87424
C 1.78687 3.47310 -0.19518
C -3.84696 0.60528 0.80002
N -3.20167 -6.00405 -0.96650
H 4.81924 6.77487 -1.31975
H -1.60987 -0.23091 -2.16639
H 5.07728 -3.23657 -0.66233
H -3.60969 -6.93030 -0.93761
N 5.14416 -1.19077 -0.35529
Ge 0.83698 -1.60991 -2.84777
C 0.41567 3.16529 -0.10326
C 3.10679 -2.38085 -0.58987
H 2.60184 -3.31783 -0.77480
N 0.84835 0.81060 -0.18587
H 3.22456 -1.46082 -3.63248
C 4.41898 -0.09179 -0.24925
H 0.61574 5.69373 0.91563
C 2.27305 4.84310 -0.21325
N -5.06904 -5.09124 -1.96162
C -2.82569 -0.29804 0.53091
C -0.66262 -0.22511 -2.69302
H -0.25135 0.77941 -2.75915
C -0.01146 1.86315 -0.09284
H -0.29601 -3.67971 0.92271
H 2.74530 -0.79042 2.22056
*
```

No. 4
The molecule C6H10O, computed with ωB97M-V/def2-TZVPD.

As for the structure (SMILES): CC(C)=CCC=O. Its energy above the lowest of the compared OMol25 structures with the same formula, charge and spin is 0.424 eV. The HOMO energy is -9.021 eV.

```
! wB97M-V def2-TZVPD RIJCOSX def2/J DEFGRID3
* xyz 0 1
H -0.52474 -2.05024 1.27657
H 0.94406 0.56563 -1.64681
C 0.99625 1.42376 0.38385
C -0.08675 -0.73507 -0.39062
H 0.25146 -1.49548 -2.38886
O -1.25425 2.26898 0.66655
H 0.33067 3.25406 1.43023
H 0.28352 -2.71380 -1.10344
C -0.21772 -1.79884 -1.44813
C -0.06867 2.39139 0.85013
H 1.83706 2.01880 0.00392
H -0.57033 -0.31796 1.69622
C 0.59640 0.38693 -0.63005
H 1.38392 0.94653 1.29820
H -1.86044 -1.03346 0.73567
C -0.77685 -1.04758 0.90927
H -1.26361 -2.06366 -1.64271
*
```

No. 5
The molecule C3H7N2OP, computed with ωB97M-V/def2-TZVPD.

As for the structure (SMILES): C[P@](N)(=O)C1=NC1. Its energy above the lowest of the compared OMol25 structures with the same formula, charge and spin is 1.494 eV. The HOMO energy is -10.064 eV.

```
! wB97M-V def2-TZVPD RIJCOSX def2/J DEFGRID3
* xyz 0 1
C 1.22904 -0.42250 -0.03784
P -0.62296 -0.63502 -0.21702
H -1.33349 0.72498 1.72312
H -2.34263 -0.33914 1.24555
H -0.64678 1.85301 -1.27692
N -1.30562 1.05812 -1.36908
N 2.12719 0.01771 0.73541
C -1.23032 -0.30760 1.42890
H 2.76227 -1.81074 -0.41323
O -1.05797 -1.82547 -0.91878
H -1.09523 0.43562 -2.12831
H 2.94758 -0.18855 -1.31037
C 2.58092 -0.78325 -0.46790
H -0.79106 -0.89692 2.15440
*
```

No. 6
A structure of composition C24H27FN4O6S, computed with ωB97M-V/def2-TZVPD.

The HOMO energy is -8.008 eV.

```
! wB97M-V def2-TZVPD RIJCOSX def2/J DEFGRID3
* xyz 0 1
H 1.45311 2.27738 -1.52897
H -4.89465 -0.14817 -3.09861
C 3.52269 -2.68290 -1.17027
C -1.84978 -4.08189 0.79896
H -3.78326 -1.38363 -0.84741
H 3.50062 -2.32441 -2.11074
C -4.07202 -0.35284 -1.30402
O 4.99531 -1.68348 1.16747
C 4.43585 2.20688 -0.86716
C 0.87891 2.36853 2.21312
C 1.31244 2.44283 -0.19220
H -4.24941 -2.32141 2.09596
C -4.18759 0.09355 -2.56780
C 3.36227 1.00971 -0.01017
C 0.24000 2.89451 0.17700
H -0.58831 -0.39960 -0.27611
H 2.55019 1.11098 2.44260
C 4.36250 -0.88635 0.54755
H 0.16949 -4.95344 0.11497
O -1.85009 0.86197 1.72975
H 1.25356 -1.44858 -1.21575
O -4.14530 -0.41592 1.84509
H 5.21236 1.43392 -1.32584
H -3.84174 3.36831 -1.92636
N 1.08683 -2.50662 -0.60182
H -4.61243 2.04871 0.28461
H -4.69448 -3.70682 1.13094
C -2.13530 -1.61260 0.89397
H -3.84264 -3.92166 2.79751
H 4.35845 -3.09891 -0.86763
H 5.28965 3.05992 0.79632
C 4.68824 3.33372 0.08595
H -5.10677 -0.22874 -0.64427
N 3.65636 -1.22447 -0.49572
C -0.97376 -1.52139 0.37798
C 2.96680 0.13818 -0.95903
H -2.06952 -5.17252 1.20070
H -2.73014 2.48653 0.09996
H -3.29420 0.11287 -2.95413
N -3.20045 0.39020 -0.29567
O -4.49171 1.40234 -2.63598
O 2.29353 -4.53129 -0.12756
N 4.11190 0.27810 1.09954
C 2.16250 -3.26567 -0.45881
H 0.58506 2.27512 3.65103
C 1.85944 1.73503 1.78485
H 5.36409 4.02637 -0.60167
F -1.19933 3.69703 1.89150
C -0.60617 -3.89636 0.39049
C 2.17320 1.77662 0.43510
H 3.78892 3.82501 0.44744
C -0.01267 -2.56868 -0.14541
C -4.02940 -3.24247 1.89019
C -2.73093 -2.88416 1.34671
H -2.45855 2.11321 -2.16558
H 3.77844 2.39531 -1.75220
C -3.45517 1.79321 -0.35150
H -0.63482 3.46315 -0.56381
S -2.80745 -0.11210 1.16086
C -0.07825 2.86437 1.51673
H 4.58940 0.94717 1.70027
O 2.19481 0.07967 -2.04812
C -3.57065 2.26667 -2.00480
*
```

No. 7
The molecule C4H8ClFN2, computed with ωB97M-V/def2-TZVPD.

As for the structure (SMILES): CN(C)/N=C\[C@H](F)Cl. Its energy above the lowest of the compared OMol25 structures with the same formula, charge and spin is 3.035 eV. The HOMO energy is -8.658 eV.

```
! wB97M-V def2-TZVPD RIJCOSX def2/J DEFGRID3
* xyz 0 1
H 0.67416 -0.19686 1.78395
H 1.98915 0.15246 0.66859
C -0.64393 -1.88075 -0.11968
N -1.12435 0.58746 -0.04775
C 1.02631 0.63377 1.04442
H 1.49143 1.41371 -1.36349
H -2.57299 -0.95341 0.04326
F -1.32508 -3.09730 -0.41079
C -1.58528 -0.58898 -0.00185
H -0.16804 1.57794 -2.07805
H 1.12355 1.63488 1.68145
H 0.18731 2.54519 -0.58744
Cl 0.05688 -2.41745 1.55470
N 0.23395 0.62100 -0.21953
H 0.17042 -1.72827 -0.76470
C 0.46651 1.69660 -1.18309
*
```

No. 8
A cluster of 3 separate species, C3H14N2O2 in total, computed with ωB97M-V/def2-TZVPD.

As for the structure (SMILES): C[C@@H](N)CN.O.O. Its energy above the lowest of the compared OMol25 structures with the same formula, charge and spin is 2.302 eV. The HOMO energy is -8.898 eV.

```
! wB97M-V def2-TZVPD RIJCOSX def2/J DEFGRID3
* xyz 0 1
H 2.03816 0.30596 -2.18697
C 0.99826 -0.13997 -0.09307
C 1.21471 1.14210 0.79882
H -1.52998 0.91831 -0.30757
H 1.53101 0.77925 1.81152
H -0.44972 2.15470 1.71272
H 1.82841 -1.43848 -1.57848
H 1.41866 -1.96480 0.67262
H -0.01718 2.37369 0.05800
H -0.11618 0.10282 -0.50589
H -2.74117 0.88508 -1.39674
N -0.04429 1.75854 0.87707
H 0.55132 -1.00271 1.69258
H -2.79876 -2.68582 -0.09482
H 2.84989 -0.38980 -0.57261
N 0.69701 -1.25471 0.70212
O -3.67236 -2.17201 -0.04016
O -2.47475 0.52710 -0.58343
H 2.05102 1.69522 0.31157
C 1.97380 -0.38030 -1.22633
H -3.30786 -1.21417 -0.05095
*
```

Strongest force on any atom values (in eV Å⁻¹) by entry order: 2.30 4.26 0.49 0.51 5.19 19.88 3.68 5.61.